# C4H12N2O

A 2-piece molecular cluster, C4H12N2O overall (ωB97M-V with the def2-TZVPD basis set, the OMol25 dataset).

The LUMO energy (spin up / spin down) comes out at 0.64 / 0.64 eV. The value obtained for the frontier orbital gap (spin up / spin down) is 8.70 / 8.70 eV. As for the total energy: -344.16066 hartree. The structure (SMILES) is CCN(C)C.N=O. The value obtained for the HOMO energy (spin up / spin down) is -8.06 / -8.06 eV. The largest force on an atom comes out at 0.117 hartree/bohr. Its energy relative to the best compared isomer or geometry (same formula, charge and spin) is 140.8 kcal per mole.

Bonds (Å) are listed after each position.
Geometry (Å):
1 C 0.58184 -1.98794 -0.03598  C2 1.491, H6 1.066, H7 1.091, H8 1.159
2 C -0.50915 -1.02098 -0.35048  C1 1.491, N3 1.430, H9 1.031, H10 1.052
3 N -0.11838 0.31095 -0.00795  C2 1.430, C4 1.503, C5 1.458
4 C -1.31918 1.21510 0.02366  N3 1.503, H11 1.188, H12 1.096, H13 1.107
5 C 0.85541 0.78059 -0.98688  N3 1.458, H14 1.084, H15 1.236, H16 1.057
6 H 0.87622 -1.86759 0.98190  C1 1.066
7 H 0.36029 -3.05091 -0.14411  C1 1.091
8 H 1.51508 -1.68303 -0.65155  C1 1.159
9 H -1.34597 -1.23644 0.21218  C2 1.031
10 H -0.78756 -1.12136 -1.35964  C2 1.052
11 H -1.46815 1.63571 -1.07749  C4 1.188
12 H -2.18875 0.84648 0.58033  C4 1.096
13 H -1.03553 2.13621 0.56780  C4 1.107
14 H 0.61552 0.30253 -1.93001  C5 1.084
15 H 0.94678 1.99918 -1.17070  C5 1.236
16 H 1.82661 0.42896 -0.76232  C5 1.057
17 N 0.69536 0.56038 1.73856  O18 1.393, H19 1.070
18 O 0.42818 1.87824 2.10133  N17 1.393
19 H 0.07139 -0.12609 2.27136  N17 1.070